A cluster of 8 separate species, C8H24N8O16 in total. Source: the OMol25 dataset; level of theory: wB97M-V/def2-TZVPD.

Bonds (Å) are listed after each position.
Atoms and positions in Å:
1 C 0.713 3.854 -0.344  N2 1.498, H5 1.087, H6 1.085, H7 1.085
2 N 1.861 2.893 -0.279  C1 1.498, O3 1.203, O4 1.223
3 O 2.943 3.351 -0.020  N2 1.203
4 O 1.633 1.717 -0.521  N2 1.223
5 H 0.993 4.540 -1.140  C1 1.087
6 H 0.665 4.275 0.655  C1 1.085
7 H -0.216 3.375 -0.635  C1 1.085
8 C -4.200 -1.446 0.061  N9 1.491, H12 1.086, H13 1.089, H14 1.078
9 N -3.460 -1.321 -1.228  C8 1.491, O10 1.202, O11 1.210
10 O -3.901 -0.585 -2.070  N9 1.202
11 O -2.469 -2.004 -1.359  N9 1.210
12 H -5.162 -1.884 -0.185  C8 1.086
13 H -4.375 -0.433 0.421  C8 1.089
14 H -3.573 -1.985 0.753  C8 1.078
15 C -1.291 -3.824 1.647  N16 1.493, H19 1.084, H20 1.081, H21 1.093
16 N -1.909 -5.177 1.522  C15 1.493, O17 1.202, O18 1.203
17 O -1.329 -6.116 1.999  N16 1.202
18 O -3.006 -5.221 1.031  N16 1.203
19 H -0.465 -3.781 2.348  C15 1.084
20 H -2.054 -3.104 1.913  C15 1.081
21 H -0.899 -3.733 0.631  C15 1.093
22 C 0.197 -0.331 -0.203  N23 1.468, H26 1.086, H27 1.088, H28 1.085
23 N -0.402 -0.255 1.135  C22 1.468, O24 1.207, O25 1.209
24 O -1.601 -0.215 1.269  N23 1.207
25 O 0.340 -0.283 2.089  N23 1.209
26 H -0.360 0.352 -0.837  C22 1.086
27 H 0.153 -1.373 -0.512  C22 1.088
28 H 1.228 -0.019 -0.070  C22 1.085
29 C -2.367 2.618 2.087  N30 1.490, H33 1.085, H34 1.084, H35 1.090
30 N -2.799 2.375 0.682  C29 1.490, O31 1.213, O32 1.223
31 O -3.967 2.141 0.452  N30 1.213
32 O -1.929 2.470 -0.172  N30 1.223
33 H -1.285 2.692 2.111  C29 1.085
34 H -2.734 1.877 2.787  C29 1.084
35 H -2.774 3.589 2.370  C29 1.090
36 C 0.736 -0.481 -3.752  N37 1.490, H40 1.084, H41 1.085, H42 1.088
37 N 0.220 -1.684 -4.463  C36 1.490, O38 1.219, O39 1.220
38 O -0.309 -2.561 -3.802  N37 1.219
39 O 0.371 -1.726 -5.673  N37 1.220
40 H -0.101 -0.003 -3.255  C36 1.084
41 H 1.218 0.101 -4.530  C36 1.085
42 H 1.493 -0.804 -3.040  C36 1.088
43 C 2.587 1.143 3.178  N44 1.471, H47 1.086, H48 1.084, H49 1.087
44 N 1.405 2.000 3.355  C43 1.471, O45 1.217, O46 1.201
45 O 1.298 2.923 2.570  N44 1.217
46 O 0.668 1.823 4.287  N44 1.201
47 H 2.547 0.331 3.899  C43 1.086
48 H 3.447 1.797 3.271  C43 1.084
49 H 2.568 0.626 2.223  C43 1.087
50 C 4.490 -0.125 -2.364  N51 1.478, H54 1.087, H55 1.086, H56 1.082
51 N 3.889 -0.660 -1.124  C50 1.478, O52 1.207, O53 1.212
52 O 4.124 -0.088 -0.087  N51 1.207
53 O 3.212 -1.663 -1.199  N51 1.212
54 H 5.409 -0.662 -2.587  C50 1.087
55 H 4.788 0.899 -2.154  C50 1.086
56 H 3.740 -0.213 -3.139  C50 1.082

Summary:
ΔE to the lowest compared entry with this formula, charge and spin in kcal per mole: 7.57
SMILES: C[N+](=O)[O-].C[N+](=O)[O-].C[N+](=O)[O-].C[N+](=O)[O-].C[N+](=O)[O-].C[N+](=O)[O-].C[N+](=O)[O-].C[N+](=O)[O-]
HOMO-LUMO gap in eV: 10.65
Energy in eV: -53343.3323